No. 1
# C75H181N19O13

A cluster of 19 separate species, C75H181N19O13 in total (ωB97M-V/def2-TZVPD, the OMol25 dataset).

Structure (XYZ):
```
288
Properties=species:S:1:pos:R:3
C -3.93 4.02 -5.34
C -2.96 3.60 -4.16
N -3.19 2.26 -3.64
C -4.48 1.98 -2.96
C -4.59 2.80 -1.66
C -2.87 1.32 -4.71
C -2.57 -0.08 -4.19
H -3.71 3.44 -6.24
H -3.82 5.06 -5.66
H -4.99 3.96 -5.09
H -1.92 3.72 -4.46
H -3.08 4.37 -3.39
H -5.29 2.21 -3.65
H -4.55 0.92 -2.74
H -5.30 2.39 -0.94
H -3.66 2.87 -1.10
H -5.12 3.74 -1.78
H -2.01 1.64 -5.30
H -3.59 1.30 -5.53
H -1.76 -0.12 -3.46
H -2.38 -0.76 -5.02
H -3.43 -0.41 -3.60
C 1.78 -0.80 6.98
C 0.94 -0.87 5.69
N 1.74 -0.90 4.47
C 0.85 -1.08 3.27
C 0.34 -2.50 3.19
C 2.47 0.36 4.37
C 3.59 0.40 3.34
H 2.21 0.18 7.15
H 2.60 -1.51 6.88
H 1.17 -0.97 7.86
H 0.33 -1.76 5.79
H 0.25 -0.04 5.60
H 0.04 -0.35 3.32
H 1.35 -0.78 2.35
H -0.30 -2.70 2.33
H 1.14 -3.20 2.99
H -0.21 -2.86 4.06
H 3.08 0.63 5.23
H 1.85 1.25 4.22
H 4.24 1.27 3.47
H 3.19 0.38 2.33
H 4.22 -0.48 3.43
C -2.84 -0.12 3.65
C -2.87 -0.66 2.22
N -4.21 -1.32 1.91
C -4.33 -1.74 0.53
C -4.51 -0.55 -0.44
C -4.53 -2.47 2.86
C -3.46 -3.52 3.06
H -3.73 0.43 3.96
H -1.97 0.54 3.66
H -2.67 -0.97 4.31
H -2.62 0.14 1.52
H -2.07 -1.40 2.17
H -3.48 -2.36 0.24
H -5.20 -2.39 0.46
H -5.46 -0.03 -0.28
H -3.77 0.22 -0.22
H -4.41 -0.88 -1.47
H -5.51 -2.89 2.65
H -4.69 -2.09 3.88
H -2.90 -3.74 2.16
H -3.86 -4.47 3.44
H -2.74 -3.19 3.81
C -1.43 -5.14 -0.27
C -1.63 -6.20 -1.35
N -0.40 -6.88 -1.76
C 0.07 -6.11 -2.94
C 1.45 -6.59 -3.50
C -0.76 -8.24 -2.18
C -1.10 -9.15 -0.98
H -0.70 -4.37 -0.53
H -1.09 -5.73 0.57
H -2.41 -4.70 -0.07
H -2.35 -6.93 -0.99
H -2.21 -5.70 -2.12
H 0.11 -5.06 -2.64
H -0.68 -6.13 -3.73
H 2.14 -6.60 -2.65
H 1.79 -5.87 -4.24
H 1.37 -7.52 -4.07
H -1.52 -8.15 -2.95
H 0.11 -8.64 -2.70
H -1.43 -10.10 -1.41
H -0.25 -9.42 -0.37
H -1.91 -8.66 -0.44
C 5.83 0.00 -2.64
C 4.31 -0.08 -2.55
N 3.59 0.70 -3.57
C 2.25 0.16 -3.67
C 2.28 -1.08 -4.63
C 3.55 2.13 -3.18
C 2.71 3.00 -4.13
H 6.15 -0.14 -3.68
H 6.47 -0.70 -2.10
H 6.30 0.91 -2.29
H 4.04 -1.14 -2.59
H 4.04 0.37 -1.60
H 1.76 -0.10 -2.73
H 1.54 0.84 -4.13
H 1.26 -1.34 -4.89
H 2.81 -0.82 -5.55
H 2.69 -1.93 -4.08
H 4.58 2.49 -3.18
H 3.23 2.35 -2.16
H 1.64 2.80 -4.07
H 3.10 3.07 -5.14
H 2.77 4.01 -3.73
C -5.38 -5.21 0.20
C -6.06 -6.20 -0.79
N -7.03 -7.12 -0.16
C -6.49 -8.00 0.86
C -5.26 -8.87 0.41
C -8.26 -6.51 0.37
C -9.22 -6.18 -0.76
H -6.08 -4.89 0.97
H -4.85 -4.39 -0.28
H -4.75 -5.78 0.87
H -6.62 -5.64 -1.54
H -5.26 -6.75 -1.29
H -6.32 -7.33 1.70
H -7.25 -8.73 1.16
H -5.23 -9.17 -0.64
H -4.28 -8.39 0.41
H -5.20 -9.80 0.98
H -8.03 -5.56 0.85
H -8.79 -7.22 1.01
H -9.46 -7.09 -1.31
H -8.88 -5.47 -1.51
H -10.20 -5.91 -0.34
C 0.09 6.82 -0.71
O -0.45 7.50 0.20
N -0.58 5.92 -1.47
C 0.10 5.19 -2.53
C -1.99 5.73 -1.28
H 1.17 6.79 -0.94
H -0.38 5.13 -3.50
H 0.28 4.15 -2.26
H 1.13 5.48 -2.70
H -2.17 4.69 -0.99
H -2.37 6.40 -0.51
H -2.58 5.97 -2.16
C 4.43 4.81 -1.31
O 3.33 5.40 -1.39
N 4.77 3.99 -0.30
C 6.08 3.36 -0.32
C 3.82 3.61 0.77
H 5.19 4.91 -2.11
H 6.78 3.68 -1.09
H 6.12 2.27 -0.36
H 6.59 3.57 0.62
H 4.26 3.81 1.75
H 2.86 4.11 0.65
H 3.53 2.57 0.69
C -7.03 3.85 0.99
O -8.09 3.24 0.79
N -5.88 3.38 1.55
C -4.97 4.44 1.96
C -5.62 2.03 1.99
H -6.93 4.92 0.74
H -5.17 5.46 1.63
H -4.03 4.20 1.46
H -4.85 4.43 3.05
H -6.06 1.35 1.27
H -4.55 1.82 2.01
H -6.06 1.78 2.95
C 3.78 -2.57 0.70
O 3.34 -1.73 -0.06
N 3.42 -3.86 0.87
C 4.16 -4.64 1.85
C 2.34 -4.37 0.13
H 4.62 -2.34 1.38
H 4.51 -5.59 1.43
H 3.62 -4.92 2.75
H 5.08 -4.20 2.23
H 1.89 -3.59 -0.48
H 2.67 -5.22 -0.48
H 1.59 -4.73 0.84
C -1.30 -3.11 -4.57
O -0.42 -3.54 -5.36
N -2.50 -3.70 -4.41
C -3.45 -3.26 -3.38
C -3.06 -4.74 -5.38
H -1.12 -2.23 -3.94
H -4.09 -2.54 -3.87
H -2.95 -2.68 -2.60
H -4.01 -4.12 -3.00
H -4.00 -4.40 -5.80
H -2.41 -4.90 -6.25
H -3.29 -5.72 -4.96
C 7.99 -2.41 2.09
O 7.19 -3.29 1.75
N 7.99 -1.14 1.61
C 6.93 -0.53 0.74
C 8.94 -0.13 2.11
H 8.85 -2.57 2.76
H 6.34 0.15 1.36
H 6.18 -1.19 0.30
H 7.41 0.14 0.03
H 9.21 0.52 1.29
H 8.46 0.50 2.87
H 9.84 -0.63 2.46
C 6.64 -5.86 -3.42
O 6.12 -6.08 -4.52
N 6.04 -5.03 -2.54
C 6.74 -4.68 -1.32
C 4.91 -4.18 -2.94
H 7.53 -6.37 -3.01
H 6.19 -4.92 -0.41
H 6.95 -3.61 -1.40
H 7.67 -5.25 -1.29
H 4.16 -4.21 -2.14
H 5.19 -3.13 -3.07
H 4.42 -4.54 -3.84
C 3.26 6.39 6.39
O 3.75 7.20 5.61
N 2.88 5.14 6.07
C 2.25 4.31 7.10
C 2.93 4.60 4.75
H 3.06 6.60 7.45
H 1.21 4.09 6.85
H 2.25 4.74 8.10
H 2.78 3.36 7.17
H 3.58 5.22 4.13
H 3.41 3.62 4.76
H 1.94 4.51 4.30
C -0.10 8.36 3.61
O 0.82 8.99 4.16
N -0.66 7.23 4.09
C -0.24 6.56 5.33
C -1.72 6.57 3.43
H -0.52 8.55 2.61
H -1.09 6.44 6.01
H 0.58 7.07 5.83
H 0.04 5.55 5.04
H -2.22 7.20 2.68
H -1.40 5.68 2.90
H -2.51 6.31 4.14
C 4.49 8.70 2.93
O 3.56 9.38 3.35
N 4.33 7.59 2.23
C 3.08 6.87 1.96
C 5.41 7.30 1.28
H 5.55 9.01 2.94
H 3.21 5.79 1.95
H 2.68 7.16 0.99
H 2.29 7.06 2.68
H 5.17 7.51 0.23
H 6.32 7.90 1.39
H 5.63 6.24 1.18
C -0.21 -0.77 -0.50
O -1.27 -1.38 -0.67
N 0.00 0.52 -0.69
C 1.23 1.10 -0.19
C -1.08 1.43 -1.12
H 0.72 -1.26 -0.20
H 1.37 2.05 -0.70
H 2.12 0.51 -0.42
H 1.14 1.32 0.88
H -0.79 1.94 -2.04
H -2.03 0.92 -1.31
H -1.13 2.26 -0.42
C -2.55 1.86 7.10
O -1.78 1.33 7.84
N -2.13 2.59 6.08
C -3.08 3.37 5.25
C -0.73 3.05 6.00
H -3.65 1.74 7.11
H -2.80 4.41 5.42
H -4.12 3.27 5.53
H -2.97 3.15 4.19
H -0.32 3.01 4.99
H -0.67 4.05 6.43
H 0.00 2.47 6.57
C -1.13 1.99 -8.49
O -1.44 2.97 -7.83
N -0.04 1.23 -8.25
C 0.13 0.00 -9.06
C 0.87 1.43 -7.13
H -1.79 1.65 -9.31
H 1.12 0.03 -9.50
H -0.56 -0.14 -9.89
H 0.30 -0.90 -8.47
H 0.79 0.58 -6.45
H 1.86 1.66 -7.50
H 0.53 2.28 -6.54
```

Properties
Orbital gap   8.11 eV
Multiplicity   1
Total charge   0
E_LUMO   -0.123 eV
Molecular weight   1557.39 u
Calculated total energy   -135635.14888 eV
Max |F|   3.78 eV Å⁻¹

No. 2
# C6H12

The molecule C6H12 (ωB97M-V/def2-TZVPD, the OMol25 dataset).

Structure (XYZ):
```
18
Properties=species:S:1:pos:R:3
C 0.18 -1.82 0.05
C 0.08 -0.42 -0.55
C 1.22 -0.15 -1.54
C 0.06 0.60 0.57
C -0.78 1.84 0.53
C -1.17 0.70 1.42
H -0.66 -1.99 0.74
H 0.16 -2.60 -0.71
H 1.11 -1.93 0.63
H -0.87 -0.34 -1.10
H 1.09 0.82 -2.04
H 2.18 -0.12 -1.02
H 1.28 -0.93 -2.31
H 1.01 0.69 1.09
H -0.39 2.74 0.98
H -1.40 2.01 -0.35
H -2.02 0.10 1.10
H -1.07 0.79 2.50
```

Properties
Orbital gap   11.43 eV
Multiplicity   1
Total charge   0
E_LUMO   1.266 eV
ΔE to the lowest compared entry with this formula, charge and spin   91.8 kJ/mol
Molecular weight   84.16 u
Calculated total energy   -6415.98891 eV
Structure (SMILES)   CC(C)C1CC1
Max |F|   0.22 eV Å⁻¹

No. 3
# C41H59N7O2PRb

A structure of composition C41H59N7O2PRb (ωB97M-V/def2-TZVPD, the OMol25 dataset).

Structure (XYZ):
```
111
Properties=species:S:1:pos:R:3
Rb -1.55 0.92 -0.46
C -4.53 -1.52 -0.44
C -4.99 -0.08 -0.23
N -4.54 0.85 -1.26
C -5.04 0.64 -2.60
C -4.26 -0.37 -3.41
C -4.93 -1.17 -4.34
C -4.21 -2.08 -5.09
C -2.85 -2.20 -4.85
C -2.26 -1.38 -3.90
C -0.80 -1.54 -3.53
N -0.60 -1.53 -2.10
C -1.03 -2.70 -1.36
C -2.54 -2.81 -1.12
N -3.09 -1.69 -0.38
N -2.95 -0.46 -3.22
H -4.87 -1.87 -1.41
H -5.06 -2.14 0.31
H -4.59 0.29 0.72
H -6.08 -0.10 -0.11
H -4.68 1.80 -0.97
H -4.99 1.60 -3.13
H -6.10 0.34 -2.61
H -6.00 -1.08 -4.45
H -4.70 -2.71 -5.82
H -2.25 -2.93 -5.38
H -0.23 -0.71 -3.96
H -0.43 -2.47 -4.01
H 0.35 -1.29 -1.85
H -0.53 -2.67 -0.39
H -0.71 -3.64 -1.85
H -2.72 -3.78 -0.63
H -3.06 -2.86 -2.08
H -2.75 -1.69 0.58
O -0.33 5.48 -0.26
C -1.03 4.48 -0.41
N -1.30 3.50 0.49
C -1.27 3.80 1.80
O -1.38 4.88 2.36
C -1.14 2.61 2.75
C -0.37 2.82 3.90
C -0.25 1.81 4.83
C -0.94 0.62 4.62
C -1.68 0.50 3.45
N -1.77 1.45 2.52
C -1.65 4.30 -1.79
C -2.07 5.47 -2.43
C -2.67 5.37 -3.67
C -2.81 4.11 -4.25
C -2.34 3.01 -3.55
N -1.79 3.10 -2.34
H 0.10 3.79 4.03
H 0.35 1.95 5.72
H -0.90 -0.19 5.33
H -2.23 -0.42 3.26
H -1.91 6.41 -1.94
H -3.02 6.25 -4.19
H -3.26 3.98 -5.22
H -2.42 2.01 -3.96
C 5.09 -2.83 -1.37
C 3.65 -3.32 -1.52
C 2.79 -2.81 -0.36
C 3.21 -1.40 0.11
C 3.82 -0.63 -1.07
C 5.13 -1.30 -1.52
P 1.73 -0.49 0.79
C 1.41 -1.29 2.43
C 0.42 -2.46 2.31
C 0.22 -3.12 3.67
C 1.51 -3.80 4.15
C 2.75 -3.19 3.49
C 2.62 -1.68 3.33
C 2.34 1.18 1.34
C 2.16 2.27 0.28
C 2.26 3.66 0.91
C 3.25 3.70 2.08
C 4.35 2.66 1.87
C 3.76 1.25 1.96
H 5.75 -3.30 -2.10
H 5.46 -3.12 -0.38
H 3.61 -4.41 -1.56
H 3.25 -2.97 -2.48
H 2.86 -3.51 0.48
H 1.74 -2.81 -0.67
H 3.98 -1.50 0.88
H 4.01 0.41 -0.81
H 3.10 -0.61 -1.89
H 5.96 -0.89 -0.94
H 5.33 -1.03 -2.56
H 0.86 -0.50 2.95
H 0.77 -3.20 1.58
H -0.53 -2.08 1.92
H -0.60 -3.84 3.64
H -0.08 -2.34 4.38
H 1.47 -4.87 3.92
H 1.58 -3.72 5.23
H 2.92 -3.64 2.51
H 3.64 -3.42 4.08
H 3.54 -1.27 2.93
H 2.49 -1.22 4.31
H 1.62 1.42 2.13
H 1.19 2.16 -0.22
H 2.92 2.15 -0.50
H 1.28 4.00 1.24
H 2.56 4.38 0.14
H 2.74 3.47 3.02
H 3.67 4.70 2.19
H 5.15 2.77 2.60
H 4.81 2.82 0.89
H 3.70 0.95 3.01
H 4.44 0.54 1.47
```

Properties
Orbital gap   7.92 eV
Multiplicity   1
Total charge   0
E_LUMO   0.092 eV
ΔE to the lowest compared entry with this formula, charge and spin   19.6 kJ/mol
Molecular weight   798.41 u
Calculated total energy   -67946.86884 eV
Max |F|   0.53 eV Å⁻¹